C22H27BN9OPd as an isolated structure. Source: the Open Molecules 2025 dataset; level of theory: wB97M-V/def2-TZVPD.

Structure (XYZ):
```
61
Properties=species:S:1:pos:R:3
Pd 0.540 -0.278 1.367
C 3.150 2.782 1.271
C 2.325 2.270 0.132
C 2.421 2.640 -1.204
C 1.327 2.079 -1.844
N 0.618 1.400 -0.945
N 1.213 1.506 0.263
B -0.867 0.946 -1.026
N -0.943 -0.605 -0.967
C -1.482 -1.452 -1.845
C -1.904 -2.581 -1.173
C -1.607 -2.383 0.163
C -2.146 -3.222 1.283
N -0.990 -1.175 0.288
N -1.507 1.389 0.327
C -2.676 1.947 0.655
C -2.811 1.932 2.034
C -1.671 1.310 2.536
C -1.259 1.003 3.938
N -0.907 1.021 1.470
N -1.527 1.586 -2.192
C -1.832 2.910 -2.322
C -2.176 3.124 -3.625
C -2.033 1.868 -4.258
C -2.269 1.536 -5.708
N -1.633 0.945 -3.411
H 4.165 2.376 1.250
H 2.676 2.587 2.234
H 3.257 3.862 1.184
H 3.158 3.302 -1.631
H 0.979 2.166 -2.864
H -1.599 -1.141 -2.875
H -2.441 -3.422 -1.585
H -1.604 -4.156 1.412
H -3.170 -3.491 1.031
H -2.176 -2.676 2.226
H -3.341 2.316 -0.110
H -3.630 2.329 2.612
H -2.089 1.160 4.621
H -0.439 1.651 4.251
H -0.935 -0.033 4.042
H -1.763 3.598 -1.492
H -2.500 4.050 -4.075
H -2.925 2.269 -6.172
H -2.718 0.550 -5.811
H -1.330 1.533 -6.263
O 2.878 -0.038 1.764
C 3.714 -1.139 1.429
C 2.845 -2.342 1.335
C 3.390 -3.586 1.076
C 2.599 -4.708 1.215
C 1.291 -4.553 1.656
C 0.807 -3.284 1.852
N 1.551 -2.182 1.649
H 3.386 0.647 2.207
H 4.444 -1.305 2.223
H 4.252 -0.958 0.496
H 4.436 -3.666 0.809
H 3.005 -5.694 1.029
H 0.655 -5.406 1.847
H -0.183 -3.116 2.225
```

Calculated values
F_max ... 0.988 eV/Å
2S+1 ... 2
E_LUMO (spin up / spin down) ... -8.57 / -9.20 eV
Charge ... +2
Orbital gap (spin up / spin down) ... 5.525 / 4.893 eV
HOMO (spin up / spin down) ... -0.518 / -0.518 Ha

=====

One molecule with the formula C5H8N2O. Source: the Open Molecules 2025 dataset; level of theory: wB97M-V/def2-TZVPD.

Structure (XYZ):
```
16
Properties=species:S:1:pos:R:3
C 0.620 1.587 -0.440
C 1.183 0.991 0.635
N 1.033 -0.314 1.349
C 0.342 -1.403 1.259
N -0.457 -2.081 0.360
O -1.327 -1.444 -0.681
C -0.700 -0.188 -0.643
C -0.565 1.131 -1.341
H 0.918 2.636 -0.606
H 1.824 1.597 1.255
H 0.435 -2.067 2.140
H -1.022 -2.804 0.779
H 0.318 -0.574 -0.768
H -0.870 0.122 0.366
H -1.480 1.733 -1.277
H -0.253 1.078 -2.386
```

Calculated values
SMILES ... C1=C\N=C/NOCC/1
F_max ... 2.181 eV/Å
E_LUMO ... 0.74 eV
Orbital gap ... 9.431 eV
HOMO ... -0.319 Ha

=====

A 7-piece molecular cluster, C13H36O9 overall. Source: the Open Molecules 2025 dataset; level of theory: wB97M-V/def2-TZVPD.

Structure (XYZ):
```
58
Properties=species:S:1:pos:R:3
O -0.809 0.842 0.788
C -1.220 1.480 -0.160
O -0.598 2.188 -1.018
C -1.353 2.423 -2.152
C -2.737 2.125 -1.753
O -2.509 1.529 -0.497
H -1.225 3.477 -2.399
H -1.079 1.712 -2.933
H -3.163 1.412 -2.459
H -3.293 3.063 -1.768
C 1.684 3.391 2.034
C 1.408 4.666 1.356
O 1.639 4.598 -0.097
H 2.585 2.825 1.797
H 0.929 2.621 1.874
H 1.663 3.522 3.116
H 2.129 5.375 1.763
H 0.415 4.905 1.736
H 1.125 5.228 -0.607
C 0.917 -0.213 3.830
C 2.407 0.155 4.167
O 3.015 -0.905 4.923
H 0.536 0.094 2.856
H 0.231 0.295 4.507
H 0.801 -1.288 3.968
H 2.433 1.087 4.731
H 3.007 0.227 3.260
H 3.819 -1.306 4.585
C -1.769 -3.207 -3.342
C -2.655 -1.957 -2.957
O -2.176 -0.828 -3.507
H -2.066 -4.220 -3.073
H -0.706 -3.022 -3.187
H -1.853 -3.191 -4.428
H -2.911 -1.996 -1.899
H -3.602 -2.075 -3.484
H -1.436 -0.506 -2.986
C -1.603 -2.504 0.465
C -1.224 -2.902 1.864
O -1.725 -4.169 2.210
H -1.610 -1.420 0.353
H -2.680 -2.663 0.422
H -0.988 -3.047 -0.253
H -1.707 -2.284 2.621
H -0.142 -2.801 1.956
H -1.286 -4.423 3.025
C 2.446 -1.818 -1.092
C 1.540 -0.766 -0.550
O 2.260 -0.134 0.502
H 3.066 -1.391 -1.881
H 1.781 -2.568 -1.520
H 3.221 -2.094 -0.378
H 0.578 -1.201 -0.279
H 1.403 -0.108 -1.408
H 1.534 0.109 1.082
O 0.522 0.867 -4.342
H 0.614 -0.051 -4.086
H 0.418 0.841 -5.293
```

Calculated values
SMILES ... O=C1OCCO1.CCO.CCO.CCO.CCO.CCO.O
F_max ... 4.369 eV/Å
E_LUMO ... 0.33 eV
Orbital gap ... 10.271 eV
HOMO ... -0.365 Ha

=====

A 2-piece molecular cluster, C5H8O overall. Source: the Open Molecules 2025 dataset; level of theory: wB97M-V/def2-TZVPD.

Structure (XYZ):
```
14
Properties=species:S:1:pos:R:3
C -0.953 -2.139 -0.192
C -0.198 -1.199 -0.254
C 0.690 -0.065 -0.328
C 1.907 -0.146 0.223
C 0.165 1.162 -1.027
H -1.601 -2.987 -0.149
H 2.245 -1.046 0.728
H 2.591 0.697 0.181
H -0.781 1.472 -0.568
H -0.007 0.956 -2.090
H 0.882 1.983 -0.946
O -1.890 0.755 1.499
H -1.048 0.610 1.948
H -2.001 -0.053 0.977
```

Calculated values
SMILES ... C#CC(=C)C.O
F_max ... 0.543 eV/Å
E_LUMO ... 0.83 eV
Orbital gap ... 10.274 eV
HOMO ... -0.347 Ha

=====

One molecule with the formula C24H28N6O3. Source: the Open Molecules 2025 dataset; level of theory: wB97M-V/def2-TZVPD.

Structure (XYZ):
```
61
Properties=species:S:1:pos:R:3
C 3.912 1.984 0.114
C 3.885 1.410 -1.300
C 4.776 0.170 -1.398
O 2.524 1.143 -1.598
C 2.202 0.884 -2.951
C 2.008 -0.607 -3.258
C 0.735 -1.161 -2.613
N 0.724 -0.874 -1.190
C 1.557 -1.579 -0.355
O 2.151 -2.566 -0.744
C 1.697 -1.032 1.006
C 2.578 -1.667 1.880
C 2.833 -1.142 3.128
C 2.224 0.047 3.505
C 1.345 0.692 2.656
C 1.053 0.148 1.409
N 0.167 0.718 0.510
C -0.709 1.785 0.512
C -1.060 2.721 1.613
C -1.839 2.059 2.763
C -2.748 0.908 2.345
O -2.800 -0.116 2.998
N -3.522 1.136 1.266
C -4.379 0.097 0.728
C -3.663 -0.744 -0.300
C -2.647 -1.618 0.077
C -2.028 -2.373 -0.904
C -2.437 -2.219 -2.220
C -3.446 -1.309 -2.490
N -4.049 -0.594 -1.558
N -1.289 1.872 -0.648
N -0.829 0.903 -1.458
C 0.034 0.215 -0.767
H 4.905 2.356 0.348
H 3.643 1.214 0.834
H 3.199 2.800 0.192
H 4.256 2.174 -2.006
H 5.764 0.401 -1.008
H 4.884 -0.154 -2.431
H 4.349 -0.644 -0.816
H 2.978 1.301 -3.606
H 1.261 1.411 -3.146
H 1.937 -0.738 -4.338
H 2.861 -1.177 -2.892
H -0.156 -0.698 -3.037
H 0.703 -2.246 -2.736
H 3.056 -2.573 1.538
H 3.510 -1.642 3.802
H 2.437 0.480 4.471
H 0.904 1.623 2.962
H -1.670 3.497 1.146
H -0.162 3.207 2.005
H -1.166 1.645 3.515
H -2.457 2.811 3.256
H -3.301 1.896 0.638
H -5.249 0.564 0.264
H -4.687 -0.529 1.570
H -2.368 -1.705 1.116
H -1.246 -3.073 -0.647
H -1.989 -2.796 -3.014
H -3.798 -1.146 -3.500
```

Calculated values
SMILES ... CC(C)OCCCn1c(=O)c2ccccc2n2c(CCC(=O)NCc3ccccn3)nnc12
F_max ... 1.197 eV/Å
E_LUMO ... 0.19 eV
Orbital gap ... 8.800 eV
HOMO ... -0.316 Ha

=====

One molecule with the formula C4H5NO2. Source: the Open Molecules 2025 dataset; level of theory: wB97M-V/def2-TZVPD.

Structure (XYZ):
```
12
Properties=species:S:1:pos:R:3
O -1.321 -2.143 0.233
C -1.754 -1.098 0.640
C -1.071 0.262 0.463
O -1.648 1.270 0.831
N 0.119 0.259 -0.163
C 1.180 1.161 -0.415
C 1.338 -0.341 -0.578
H -2.716 -0.994 1.182
H 1.665 1.631 0.440
H 1.084 1.778 -1.308
H 1.340 -0.766 -1.583
H 1.927 -0.876 0.170
```

Calculated values
SMILES ... O=CC(=O)N1CC1
F_max ... 0.454 eV/Å
E_LUMO ... 0.02 eV
Orbital gap ... 9.881 eV
HOMO ... -0.362 Ha

=====

C7H16Cl5GeHoN2S as an isolated structure. Source: the Open Molecules 2025 dataset; level of theory: wB97M-V/def2-TZVPD.

Structure (XYZ):
```
33
Properties=species:S:1:pos:R:3
Ho -0.813 0.081 0.611
C 1.737 1.735 -0.825
C 0.538 1.854 -1.724
N -0.409 0.688 -1.732
C -0.018 -0.468 -2.562
C 1.158 -1.322 -2.034
S 0.932 -1.898 -0.264
C 2.431 -1.084 0.473
C 2.286 0.210 1.186
N 1.440 1.228 0.565
H 2.423 1.135 -1.366
H 2.235 2.675 -0.777
H 0.015 2.814 -1.546
H 0.973 1.821 -2.742
H -1.271 1.085 -2.124
H -0.872 -1.186 -2.546
H 0.289 -0.189 -3.554
H 1.174 -2.220 -2.558
H 2.154 -0.905 -2.196
H 2.661 -1.864 1.176
H 3.258 -1.121 -0.226
H 1.849 0.111 2.232
H 3.300 0.629 1.402
H 1.332 2.077 1.175
Cl -0.834 -0.529 3.210
Ge -2.395 1.520 4.024
Cl -4.484 0.734 3.249
Cl -1.601 2.314 1.611
Cl -2.995 -1.339 0.220
C -3.870 -2.033 1.737
Cl -5.475 -2.437 1.343
H -3.904 -1.257 2.536
H -3.244 -2.862 2.028
```

Calculated values
F_max ... 2.912 eV/Å
2S+1 ... 6
E_LUMO (spin up / spin down) ... -10.87 / -16.11 eV
Charge ... +3
Orbital gap (spin up / spin down) ... 8.728 / 3.476 eV
HOMO (spin up / spin down) ... -0.720 / -0.720 Ha

=====

A 2-piece molecular cluster, C3H10N2O overall. Source: the Open Molecules 2025 dataset; level of theory: wB97M-V/def2-TZVPD.

Structure (XYZ):
```
16
Properties=species:S:1:pos:R:3
C -1.627 0.870 -0.085
N -0.543 0.056 -0.626
N -0.228 -1.935 -0.775
H -0.592 0.046 -1.640
H -1.221 -2.092 -0.588
H 0.242 -2.287 0.062
H -1.599 1.892 -0.469
H -1.568 0.881 1.002
H -2.587 0.439 -0.385
C 1.378 0.266 1.143
C 1.116 0.378 -0.363
O 1.517 1.417 -0.961
H 1.395 -0.641 -0.818
H 1.130 1.208 1.631
H 0.759 -0.525 1.572
H 2.428 0.027 1.300
```

Calculated values
F_max ... 2.950 eV/Å
E_LUMO (spin up / spin down) ... -1.48 / -1.48 eV
Orbital gap (spin up / spin down) ... 6.344 / 6.334 eV
HOMO (spin up / spin down) ... -0.287 / -0.287 Ha

=====

Table of energy relative to the best compared isomer or geometry (same formula, charge and spin) (kcal per mole), in record order: 19.3, 150.2, 30.1, 55.9, 7.2, 48.4, 7.2, 130.2
Table of electronic energy (eV), in record order: -42851.8437, -10336.2141, -32488.7758, -7359.8303, -40427.2018, -9812.2153, -166234.3350, -8295.8588